No. 1
C7H14O3 | ωB97M-V/def2-TZVPD

Values from the calculation:
HOMO level (alpha / beta): -6.8 / -6.4 eV
E_LUMO (alpha / beta): 0.754 / 0.619 eV
Frontier orbital gap (alpha / beta): 7.58 / 7.04 eV
Electronic energy: -13623.281 eV
Energy relative to the best compared isomer or geometry (same formula, charge and spin): 136.1 kcal per mole

Geometry as ORCA input:
```
! wB97M-V def2-TZVPD RIJCOSX def2/J DEFGRID3
* xyz 0 1
C 0.97 1.43 1.86
C -0.26 -0.34 0.62
C 0.65 0.13 -0.26
C -1.66 0.11 0.79
C 0.32 -2.64 -2.34
C 0.47 1.25 -1.23
C -0.66 -1.79 -1.54
O 0.17 2.56 1.86
O 0.88 0.67 3.02
O -1.85 -1.86 -1.68
H 1.13 1.21 3.79
H -0.73 2.30 2.09
H 1.98 1.72 1.57
H 0.06 -1.16 1.26
H 1.62 -0.34 -0.26
H -1.85 1.09 0.35
H -2.33 -0.60 0.30
H -1.92 0.13 1.86
H 0.99 -1.98 -2.89
H 0.93 -3.22 -1.65
H -0.20 -3.31 -3.04
H -0.57 1.57 -1.31
H 1.07 2.11 -0.93
H 0.81 0.94 -2.22
*
```

No. 2
C26H27N5O6S | ωB97M-V/def2-TZVPD

Values from the calculation:
HOMO level: -8.4 eV
E_LUMO: 0.571 eV
SMILES: COCCN(C(=O)COC(=O)CCc1nc2ccccc2s1)c1c(N)n(Cc2ccccc2)c(=O)[nH]c1=O
Frontier orbital gap: 9.00 eV
Electronic energy: -57973.965 eV
Energy relative to the best compared isomer or geometry (same formula, charge and spin): 0.0 kcal per mole

Geometry as ORCA input:
```
! wB97M-V def2-TZVPD RIJCOSX def2/J DEFGRID3
* xyz 0 1
C 1.35 -1.12 5.44
O 1.69 -1.29 4.07
C 2.25 -0.15 3.46
C 1.25 1.00 3.26
N 0.03 0.52 2.65
C -1.12 0.52 3.37
O -1.14 0.77 4.56
C -2.41 0.10 2.65
O -2.53 0.53 1.30
C -3.14 1.71 1.07
O -3.60 2.41 1.92
C -3.18 1.99 -0.42
C -2.49 3.33 -0.74
C -2.09 3.37 -2.17
N -1.25 2.56 -2.70
C -1.05 2.78 -4.03
C -0.23 2.04 -4.87
C -0.14 2.40 -6.19
C -0.86 3.49 -6.69
C -1.70 4.23 -5.88
C -1.79 3.87 -4.55
S -2.75 4.57 -3.28
C 0.09 0.15 1.28
C 0.13 -1.17 0.91
N 0.09 -2.17 1.83
N 0.12 -1.50 -0.42
C 0.19 -2.89 -0.84
C 1.48 -3.56 -0.43
C 1.49 -4.86 0.03
C 2.68 -5.47 0.41
C 3.87 -4.77 0.32
C 3.87 -3.46 -0.14
C 2.68 -2.86 -0.52
C 0.01 -0.54 -1.43
O -0.07 -0.85 -2.60
N 0.00 0.75 -1.01
C 0.08 1.20 0.30
O 0.11 2.40 0.55
H 2.20 -0.74 6.00
H 1.09 -2.12 5.80
H 0.50 -0.45 5.56
H 2.61 -0.50 2.49
H 3.11 0.22 4.04
H 1.70 1.76 2.63
H 0.97 1.44 4.22
H -2.46 -0.99 2.63
H -3.23 0.51 3.24
H -4.23 2.03 -0.73
H -2.69 1.17 -0.94
H -3.15 4.16 -0.50
H -1.58 3.40 -0.14
H 0.31 1.19 -4.47
H 0.49 1.84 -6.86
H -0.77 3.75 -7.74
H -2.26 5.06 -6.27
H 0.41 -3.08 1.55
H 0.39 -1.90 2.76
H 0.12 -2.87 -1.94
H -0.67 -3.44 -0.45
H 0.56 -5.42 0.10
H 2.67 -6.49 0.76
H 4.79 -5.24 0.62
H 4.79 -2.91 -0.21
H 2.68 -1.85 -0.89
H -0.24 1.46 -1.73
*
```

No. 3
C9H14CoN7S | ωB97M-V/def2-TZVPD

Values from the calculation:
HOMO level (alpha / beta): -12.5 / -12.6 eV
E_LUMO (alpha / beta): -2.954 / -3.626 eV
Frontier orbital gap (alpha / beta): 9.53 / 8.94 eV
Electronic energy: -68446.471 eV
Energy relative to the best compared isomer or geometry (same formula, charge and spin): 0.0 kcal per mole

Geometry as ORCA input:
```
! wB97M-V def2-TZVPD RIJCOSX def2/J DEFGRID3
* xyz 1 4
Co 0.47 1.27 -0.62
C 3.34 -3.02 -0.74
C 2.44 -2.29 -1.66
N 2.17 -2.77 -2.85
N 1.32 -1.84 -3.41
C 1.05 -0.84 -2.59
S 0.07 0.50 -2.83
N 1.75 -1.10 -1.45
N 1.79 -0.24 -0.32
H 3.77 -3.84 -1.29
H 2.77 -3.41 0.11
H 4.18 -2.39 -0.45
H 1.00 -1.95 -4.38
H 1.65 -0.78 0.54
H 2.71 0.21 -0.28
N 2.25 3.95 -0.48
C 1.60 2.94 -0.58
C -4.59 1.84 1.15
C -3.18 1.43 1.18
C -2.48 0.84 2.23
C -1.16 0.66 1.76
N -1.06 1.10 0.47
N -2.33 1.60 0.14
C -0.02 0.08 2.48
H -5.08 1.54 2.09
H -5.10 1.33 0.31
H -4.71 2.92 1.00
H -2.85 0.55 3.20
H -2.57 1.94 -0.80
H -0.30 -0.03 3.54
H 0.86 0.73 2.41
H 0.24 -0.93 2.10
*
```

No. 4
C3H7NS | ωB97M-V/def2-TZVPD

Values from the calculation:
HOMO level: -9.4 eV
E_LUMO: 0.773 eV
SMILES: C=CN=C.S
Frontier orbital gap: 10.13 eV
Electronic energy: -15547.905 eV
Energy relative to the best compared isomer or geometry (same formula, charge and spin): 40.1 kcal per mole

Geometry as ORCA input:
```
! wB97M-V def2-TZVPD RIJCOSX def2/J DEFGRID3
* xyz 0 1
C -1.42 0.65 -0.54
C -1.36 0.77 0.81
N -0.22 0.48 1.62
C 0.33 -0.67 1.49
H -0.53 0.36 -1.14
H -2.37 0.89 -1.04
H -2.26 1.14 1.36
H 1.16 -0.97 2.21
H 0.01 -1.45 0.71
S 2.24 -0.97 -1.53
H 1.24 -0.14 -1.91
H 3.17 -0.11 -2.04
*
```

No. 5
CH17NO6 | ωB97M-V/def2-TZVPD

Values from the calculation:
HOMO level: -9.9 eV
E_LUMO: 0.391 eV
SMILES: CN.O.O.O.O.O.O
Frontier orbital gap: 10.29 eV
Electronic energy: -15087.356 eV
Energy relative to the best compared isomer or geometry (same formula, charge and spin): 29.9 kcal per mole

Geometry as ORCA input:
```
! wB97M-V def2-TZVPD RIJCOSX def2/J DEFGRID3
* xyz 0 1
C -2.10 1.15 1.18
N -1.46 -0.21 1.26
H -1.97 1.54 0.17
H -1.71 1.78 1.98
H -3.19 1.02 1.19
H -0.52 -0.17 1.60
H -2.09 -0.67 1.89
O -0.99 -0.17 -1.82
H -0.59 -0.84 -2.37
H -1.15 -0.58 -0.97
O 0.92 -2.43 0.00
H 0.12 -2.02 0.34
H 1.20 -3.19 0.49
O 2.47 -1.28 -1.92
H 1.84 -1.09 -1.22
H 3.18 -1.77 -1.50
O 0.96 1.19 0.29
H 1.63 1.86 0.46
H 0.92 1.04 -0.65
O -0.40 2.46 -1.77
H -0.16 1.52 -1.83
H -0.91 2.43 -2.59
O 1.45 -0.96 1.96
H 1.12 -0.32 2.61
H 1.43 -0.30 1.23
*
```

No. 6
C21H38F3O16 | ωB97M-V/def2-TZVPD

Values from the calculation:
HOMO level: -5.5 eV
E_LUMO: 2.338 eV
Frontier orbital gap: 7.80 eV
Electronic energy: -63294.476 eV
Energy relative to the best compared isomer or geometry (same formula, charge and spin): 0.0 kcal per mole

Geometry as ORCA input:
```
! wB97M-V def2-TZVPD RIJCOSX def2/J DEFGRID3
* xyz -1 1
O 0.90 -70.51 67.45
H 1.67 -71.00 67.48
C -1.73 -70.63 69.51
C -1.88 -72.17 69.15
O -3.23 -72.20 68.72
C -3.83 -71.18 69.21
O -5.19 -71.07 69.06
O -3.04 -70.30 69.78
F -1.88 -72.82 70.40
H -1.55 -69.89 68.72
H -1.02 -70.49 70.31
H -1.07 -72.62 68.50
C -1.93 -70.24 65.58
C -1.16 -71.43 65.11
O -1.09 -71.23 63.76
C -1.99 -70.24 63.34
O -2.16 -69.93 62.14
O -2.57 -69.70 64.40
F -1.77 -72.56 65.48
H -1.36 -69.44 65.82
H -2.87 -70.53 66.32
H 0.00 -71.57 65.42
C 2.37 -67.65 68.73
C 0.90 -67.56 69.01
O 0.57 -66.25 68.68
C 1.63 -65.55 68.41
O 1.67 -64.38 68.12
O 2.71 -66.33 68.45
F 0.50 -67.79 70.34
H 2.63 -68.51 68.07
H 3.09 -68.17 69.57
H 0.33 -68.26 68.27
C 3.09 -62.34 64.69
O 2.15 -62.98 63.76
C 1.52 -64.21 64.11
C 2.43 -65.33 64.67
O 1.77 -66.39 64.54
C 2.47 -67.62 64.81
C 2.00 -68.91 64.38
O 2.17 -69.18 63.05
C 1.35 -68.22 62.22
H 3.13 -61.29 64.56
H 4.15 -62.82 64.34
H 2.82 -62.45 65.58
H 0.80 -64.49 63.22
H 0.84 -64.13 65.02
H 2.75 -64.99 65.72
H 3.29 -65.33 63.91
H 2.62 -67.61 65.86
H 3.54 -67.54 64.46
H 0.99 -69.02 64.65
H 2.45 -69.63 64.99
H 1.79 -67.22 62.35
H 0.30 -68.32 62.56
H 1.48 -68.55 61.21
C 1.72 -76.29 70.97
O 1.78 -75.22 70.08
C 1.49 -74.00 70.82
C 1.78 -72.79 70.07
O 3.03 -72.67 69.88
C 3.48 -71.51 69.21
C 4.97 -71.15 69.50
O 5.73 -72.07 68.70
C 7.13 -72.00 69.11
H 2.41 -76.38 71.78
H 1.67 -77.23 70.42
H 0.79 -76.27 71.57
H 1.95 -73.96 71.93
H 0.50 -73.89 71.19
H 1.69 -71.99 70.71
H 1.30 -72.84 69.33
H 2.76 -70.69 69.50
H 3.22 -71.61 68.30
H 5.36 -71.25 70.54
H 5.39 -70.15 69.28
H 7.72 -72.59 68.36
H 7.38 -72.56 70.05
H 7.69 -71.02 69.17
*
```

No. 7
C3H2N2OS | ωB97M-V/def2-TZVPD

Values from the calculation:
HOMO level (alpha / beta): -7.8 / -10.4 eV
E_LUMO (alpha / beta): -0.046 / -3.535 eV
Frontier orbital gap (alpha / beta): 7.79 / 6.91 eV
Electronic energy: -19001.289 eV
Energy relative to the best compared isomer or geometry (same formula, charge and spin): 42.2 kcal per mole

Geometry as ORCA input:
```
! wB97M-V def2-TZVPD RIJCOSX def2/J DEFGRID3
* xyz 0 3
C 0.47 0.84 0.55
C 1.12 -0.31 0.27
C 1.07 2.02 0.10
N 1.88 2.85 -0.02
N 2.05 -0.56 -0.67
O 3.93 -0.43 0.79
S 3.53 -1.04 -0.46
H -0.06 1.12 1.45
H 0.85 -1.16 0.86
*
```

No. 8
C7H9NO2 | ωB97M-V/def2-TZVPD

Values from the calculation:
HOMO level: -9.2 eV
E_LUMO: 0.449 eV
SMILES: c1ccncc1.CC(=O)O
Frontier orbital gap: 9.61 eV
Electronic energy: -12988.578 eV
Energy relative to the best compared isomer or geometry (same formula, charge and spin): 44.2 kcal per mole

Geometry as ORCA input:
```
! wB97M-V def2-TZVPD RIJCOSX def2/J DEFGRID3
* xyz 0 1
C 0.90 0.26 -0.31
C 1.34 -1.04 -0.29
C 2.65 -1.22 0.02
N 3.53 -0.18 0.16
C 3.11 1.02 0.15
C 1.78 1.30 -0.09
H -0.10 0.60 -0.55
H 0.62 -1.76 -0.56
H 3.13 -2.13 0.18
H 3.78 1.87 0.35
H 1.33 2.28 -0.05
C -3.29 -0.89 0.46
C -2.28 0.11 -0.16
O -1.32 -0.19 -0.86
O -2.59 1.41 0.08
H -3.10 -1.91 0.15
H -3.25 -0.78 1.51
H -4.34 -0.66 0.13
H -1.91 1.92 -0.33
*
```

No. 9
C9H14 | ωB97M-V/def2-TZVPD

Values from the calculation:
HOMO level: -9.0 eV
E_LUMO: 0.983 eV
SMILES: Cc1ccccc1.CC
Frontier orbital gap: 9.95 eV
Electronic energy: -9558.327 eV
Energy relative to the best compared isomer or geometry (same formula, charge and spin): 42.8 kcal per mole

Geometry as ORCA input:
```
! wB97M-V def2-TZVPD RIJCOSX def2/J DEFGRID3
* xyz 0 1
C 3.80 0.99 1.36
C 2.56 0.27 1.12
C 1.31 0.82 1.17
C 0.06 0.20 1.11
C 0.14 -1.10 0.66
C 1.36 -1.67 0.32
C 2.54 -1.07 0.61
H 4.42 0.28 1.97
H 3.58 1.81 2.03
H 4.10 1.42 0.41
H 1.47 1.92 1.29
H -0.89 0.86 1.34
H -0.80 -1.55 0.42
H 1.37 -2.66 -0.11
H 3.37 -1.64 0.19
C -4.14 0.08 -2.25
C -3.01 0.18 -1.20
H -4.87 0.97 -2.25
H -3.43 -0.03 -3.07
H -4.77 -0.83 -2.16
H -3.16 -0.12 -0.18
H -2.16 -0.33 -1.55
H -2.88 1.21 -1.21
*
```

No. 10
C7H9N2OS2 | ωB97M-V/def2-TZVPD

Values from the calculation:
HOMO level: -12.5 eV
E_LUMO: -5.434 eV
Frontier orbital gap: 7.04 eV
Electronic energy: -34092.850 eV
Energy relative to the best compared isomer or geometry (same formula, charge and spin): 49.6 kcal per mole

Geometry as ORCA input:
```
! wB97M-V def2-TZVPD RIJCOSX def2/J DEFGRID3
* xyz 1 1
C 1.54 -3.02 -2.34
C 0.56 -2.09 -2.29
C 2.37 -2.82 -1.27
C 0.75 -1.35 -1.12
C 1.61 1.17 0.59
C 0.13 -0.14 -0.79
C 0.10 -0.45 1.74
N -0.75 0.38 -1.44
N 0.68 0.30 0.66
O 1.90 -1.74 -0.56
S 2.52 2.39 0.24
S -1.52 3.01 2.26
H 1.66 -3.75 -3.13
H -0.18 -1.86 -2.97
H 3.38 -3.09 -1.09
H -1.21 4.39 2.51
H 0.21 -1.54 1.74
H 0.44 0.13 2.62
H -1.05 -0.26 1.76
H -1.13 1.31 -1.29
H -2.83 3.37 2.01
*
```

No. 11
C14H26NO3PTc | ωB97M-V/def2-TZVPD

Values from the calculation:
HOMO level (alpha / beta): -25.1 / -25.0 eV
E_LUMO (alpha / beta): -16.293 / -20.137 eV
Frontier orbital gap (alpha / beta): 8.81 / 4.84 eV
Electronic energy: -34006.830 eV

Geometry as ORCA input:
```
! wB97M-V def2-TZVPD RIJCOSX def2/J DEFGRID3
* xyz 4 4
Tc -0.29 -0.34 -0.20
C -2.28 -0.49 -0.26
O -3.44 -0.54 -0.31
C -0.47 1.42 0.51
O -0.56 2.50 0.95
C 1.62 -0.33 0.20
O 2.75 -0.25 0.48
C -1.46 0.81 -3.23
P 0.02 -0.01 -2.43
H 0.37 -1.48 -4.27
H -2.28 0.13 -2.95
C 1.45 0.90 -3.21
H 1.14 0.97 -4.26
C -1.34 0.87 -4.75
H -1.09 -0.10 -5.21
H -0.61 1.62 -5.08
H -2.32 1.17 -5.14
C -1.77 2.20 -2.65
H -1.02 2.94 -2.94
C 1.04 -2.65 -2.60
H -1.86 2.21 -1.56
H -2.73 2.51 -3.08
C -1.37 -2.32 -3.29
H 1.11 -2.52 -1.51
H 0.74 -3.68 -2.80
H 2.05 -2.50 -3.00
C 0.03 -1.69 -3.24
H -1.26 -3.40 -3.45
H -1.96 -1.92 -4.12
H -1.93 -2.17 -2.35
C 2.78 0.15 -3.15
H 3.07 -0.08 -2.11
H 3.54 0.82 -3.56
H 2.77 -0.76 -3.75
C 1.62 2.33 -2.66
H 1.72 2.34 -1.56
H 0.81 3.00 -2.95
H 2.55 2.73 -3.09
H -0.75 -2.26 -0.75
H -0.37 -2.30 -0.01
C -0.52 -1.44 4.67
C -0.39 -1.13 3.26
N -0.35 -1.08 2.10
H -1.51 -1.11 5.02
H 0.26 -0.93 5.25
H -0.43 -2.53 4.79
*
```

No. 12
C16H17Cl2O8SV | ωB97M-V/def2-TZVPD

Values from the calculation:
HOMO level (alpha / beta): -3.8 / -4.6 eV
E_LUMO (alpha / beta): 2.602 / 2.602 eV
Frontier orbital gap (alpha / beta): 6.41 / 7.21 eV
Electronic energy: -94817.210 eV
Energy relative to the best compared isomer or geometry (same formula, charge and spin): 11.1 kcal per mole

Geometry as ORCA input:
```
! wB97M-V def2-TZVPD RIJCOSX def2/J DEFGRID3
* xyz -1 4
V 0.30 -0.07 -0.65
O 2.70 1.08 -1.75
C 1.86 1.93 -1.56
O 0.62 1.83 -1.90
C 2.29 3.32 -0.90
O 1.97 3.51 0.47
C 0.55 3.34 0.80
C 0.38 2.12 1.73
O 0.27 2.18 2.96
O 0.59 1.04 1.10
H 0.30 0.75 -3.25
H 3.32 3.55 -1.08
H 1.68 4.17 -1.36
H 0.19 4.21 1.26
H -0.07 3.26 -0.06
Cl -0.90 -4.12 3.00
C 0.59 -3.32 2.62
C 1.51 -3.38 3.67
C 2.71 -2.69 3.59
C 2.95 -1.96 2.45
C 2.10 -1.96 1.36
Cl 2.55 -1.24 -0.09
C 0.86 -2.59 1.48
S -0.30 -2.24 0.20
H 1.30 -4.01 4.54
H 3.51 -2.77 4.37
H 3.91 -1.53 2.33
O -1.72 -6.12 -4.74
C -2.58 -5.69 -4.16
C -0.70 -2.18 -3.24
C -0.14 -0.90 -2.81
O -0.09 0.01 -3.70
H -1.65 -2.28 -2.72
H -0.14 -3.05 -2.89
H -0.94 -2.12 -4.30
C -2.49 1.57 1.55
C -2.55 1.41 0.03
C -3.68 2.18 -0.69
O -1.80 0.77 -0.65
H -1.75 0.80 1.92
H -3.51 1.37 1.95
H -2.28 2.61 1.81
H -3.73 1.78 -1.76
H -3.34 3.24 -0.74
H -4.62 2.20 -0.19
*
```

- Among the records above, which one has the highest electronic energy?
  C9H14